1.
{"formula": "C44H120N4O26", "method": "the ωB97M-V functional and the def2-TZVPD basis", "symbols": ["O", "O", "O", "O", "O", "O", "O", "O", "O", "O", "O", "O", "O", "O", "O", "O", "O", "O", "O", "O", "O", "O", "O", "O", "O", "O", "N", "N", "N", "N", "C", "C", "C", "C", "C", "C", "C", "C", "C", "C", "C", "C", "C", "C", "C", "C", "C", "C", "C", "C", "C", "C", "C", "C", "C", "C", "C", "C", "C", "C", "C", "C", "C", "C", "C", "C", "C", "C", "C", "C", "C", "C", "C", "C", "H", "H", "H", "H", "H", "H", "H", "H", "H", "H", "H", "H", "H", "H", "H", "H", "H", "H", "H", "H", "H", "H", "H", "H", "H", "H", "H", "H", "H", "H", "H", "H", "H", "H", "H", "H", "H", "H", "H", "H", "H", "H", "H", "H", "H", "H", "H", "H", "H", "H", "H", "H", "H", "H", "H", "H", "H", "H", "H", "H", "H", "H", "H", "H", "H", "H", "H", "H", "H", "H", "H", "H", "H", "H", "H", "H", "H", "H", "H", "H", "H", "H", "H", "H", "H", "H", "H", "H", "H", "H", "H", "H", "H", "H", "H", "H", "H", "H", "H", "H", "H", "H", "H", "H", "H", "H", "H", "H", "H", "H", "H", "H", "H", "H", "H", "H", "H", "H", "H", "H"], "xyz": [[24.22683, 15.02307, 12.70914], [14.45912, 11.60849, 17.59127], [13.15184, 17.67914, 16.63520], [17.05122, 11.74752, 16.29246], [9.87595, 14.72044, 19.16523], [14.38208, 16.53884, 20.50303], [16.29817, 14.18411, 24.23376], [12.82255, 18.26965, 24.60380], [15.11406, 15.93086, 15.85546], [17.95947, 19.86076, 21.80700], [10.35400, 17.65928, 19.73403], [20.31482, 17.25846, 18.77396], [18.66037, 17.11397, 21.21005], [12.51267, 10.85110, 22.66818], [14.35754, 16.93119, 11.41257], [19.28613, 19.34963, 12.69162], [12.53553, 21.02256, 24.17093], [13.25054, 9.77971, 10.67340], [9.73369, 11.52029, 22.25829], [13.06627, 13.89005, 13.34892], [10.81469, 20.74505, 11.77940], [14.88384, 21.40435, 11.27890], [13.91280, 12.68203, 23.96102], [11.23908, 19.78546, 18.17316], [15.59496, 14.33788, 10.66862], [19.38126, 15.53015, 15.71842], [14.43203, 14.41952, 18.18869], [21.04459, 16.79218, 12.66519], [13.11279, 11.01154, 13.24494], [13.25743, 19.42725, 12.14917], [19.76689, 16.25536, 17.94216], [23.32098, 16.07971, 13.01031], [10.52254, 13.93463, 18.15109], [15.26761, 14.52660, 23.27989], [15.50790, 16.79490, 10.60403], [13.76451, 11.80569, 14.34669], [13.20278, 8.97915, 11.84694], [16.44072, 10.52793, 16.77868], [15.55284, 10.86957, 17.97200], [15.30570, 20.62917, 12.36252], [10.16798, 21.96214, 11.92296], [9.50705, 17.90455, 20.87676], [17.43819, 17.72853, 20.81990], [13.92996, 14.12136, 23.90747], [13.85567, 14.39983, 19.50204], [14.31401, 22.66018, 11.60748], [12.83656, 9.05191, 9.55162], [9.61114, 13.22152, 17.17099], [13.87047, 17.70654, 20.99567], [12.25220, 15.06546, 13.47310], [16.11370, 15.19994, 16.52956], [19.87141, 16.60550, 16.47586], [22.15393, 16.15017, 12.02225], [19.23947, 20.13572, 11.51857], [15.44821, 16.18736, 14.47165], [12.15016, 11.68058, 21.61103], [13.79210, 9.77011, 13.02282], [11.60876, 18.92175, 24.60466], [13.37740, 19.00821, 17.05115], [15.74152, 15.17568, 17.99726], [11.97483, 18.93365, 12.74934], [11.01021, 20.07035, 13.02511], [13.34375, 15.71917, 19.95684], [20.00754, 17.20799, 11.75657], [10.78204, 12.33998, 21.87104], [12.98000, 13.11098, 14.55689], [17.54710, 19.25999, 20.58207], [12.06315, 19.75073, 16.99048], [14.17457, 20.08638, 13.09997], [25.07310, 14.68176, 13.77084], [18.97968, 18.03237, 12.45653], [9.69419, 16.84920, 21.98718], [11.72122, 20.38009, 25.12765], [15.39311, 15.47210, 9.82200], [13.18076, 14.49796, 23.21578], [11.92940, 8.49355, 9.79982], [8.46661, 17.86962, 20.55151], [9.29171, 11.14222, 21.48948], [12.77360, 11.39147, 23.43485], [14.81291, 12.33948, 23.91297], [19.98001, 19.83593, 10.78636], [9.67348, 18.92139, 21.22715], [14.18177, 23.23659, 10.70481], [18.02172, 18.00898, 11.88184], [13.58852, 8.33579, 9.25844], [15.92708, 10.04019, 15.95484], [16.48398, 16.49905, 14.29215], [15.75909, 16.16142, 18.45844], [8.97337, 17.06409, 22.78440], [25.77766, 13.96064, 13.37306], [20.91810, 16.85914, 16.26206], [9.01907, 13.96574, 16.65255], [18.63541, 17.54516, 13.39844], [10.91999, 12.98472, 22.75614], [12.23053, 18.31933, 13.60861], [14.71470, 18.30018, 21.32472], [16.79838, 17.64334, 21.66620], [12.23219, 20.81779, 16.87643], [18.28119, 19.40762, 19.80790], [13.99874, 17.22994, 16.67786], [12.14790, 20.38102, 26.12954], [20.60043, 16.27240, 13.44129], [12.19882, 11.11425, 20.67199], [9.74887, 22.18009, 10.94661], [10.51990, 13.02580, 21.06525], [20.39980, 17.71820, 10.88194], [19.28507, 17.23075, 20.47405], [15.49369, 17.64536, 9.94253], [14.87093, 17.04894, 14.17154], [9.45040, 15.85072, 21.63422], [13.00506, 20.02322, 11.37363], [14.78772, 14.26132, 11.16979], [10.71457, 16.92566, 22.29948], [10.31666, 16.71135, 19.61642], [23.81422, 17.05818, 12.93344], [10.87683, 22.76063, 12.20193], [15.33600, 15.60760, 23.12940], [20.22955, 15.27370, 18.10639], [10.24775, 12.69489, 16.48966], [11.53882, 20.76212, 13.70442], [12.71934, 21.94210, 24.37438], [15.22690, 15.28410, 13.86676], [13.37146, 18.62308, 23.88098], [12.84859, 16.36977, 19.23535], [17.18773, 9.77191, 17.01515], [14.61138, 12.56734, 17.72557], [18.86481, 19.51419, 21.96855], [18.75940, 16.08295, 18.31298], [14.03674, 17.84863, 11.54052], [14.83670, 11.93686, 14.16168], [14.84228, 9.95226, 12.90645], [14.12234, 19.56682, 16.47168], [11.13492, 18.85891, 18.36745], [11.13385, 13.16672, 18.66864], [12.87501, 12.51491, 21.46574], [13.87692, 14.53093, 24.90352], [10.05334, 19.79039, 13.48209], [12.19609, 8.71826, 12.12894], [11.17511, 14.79147, 13.58303], [9.28869, 21.90048, 12.51870], [12.57088, 15.54718, 20.71672], [17.17608, 14.37761, 23.89426], [11.47255, 18.26733, 12.02672], [12.38802, 15.72023, 12.59277], [16.61469, 19.76052, 20.33944], [11.92629, 12.92063, 14.76457], [12.53326, 15.67289, 14.35579], [9.33060, 14.13348, 19.69870], [16.87602, 11.72526, 15.35515], [15.90677, 19.82413, 11.87164], [10.72990, 20.86074, 25.10921], [13.56146, 11.27940, 15.25980], [14.61372, 19.33410, 13.76888], [13.61974, 20.68735, 13.78094], [23.01327, 15.94605, 14.01950], [24.51930, 14.22610, 14.57752], [14.60618, 14.01930, 20.20760], [16.39880, 16.78039, 11.20519], [19.24136, 17.48847, 16.32431], [18.27237, 20.07251, 10.99075], [15.40482, 13.99294, 22.34608], [16.57184, 14.62561, 18.47966], [21.96881, 15.12525, 11.69504], [13.15816, 11.61130, 12.38374], [25.65982, 15.53880, 14.08118], [22.41998, 16.70334, 11.11718], [20.08977, 14.89300, 15.55090], [13.03681, 13.67800, 19.60694], [16.13909, 11.35320, 18.73986], [14.46924, 15.35219, 9.25861], [11.20698, 14.63618, 17.69168], [13.24926, 17.54096, 21.87602], [13.40553, 13.68278, 15.42458], [15.42403, 9.87383, 18.45355], [13.24468, 18.20269, 20.22092], [12.53320, 9.71704, 8.73900], [13.72036, 8.00968, 11.77988], [16.22229, 15.39768, 9.14086], [17.09116, 15.70816, 16.55936], [13.76241, 14.71434, 17.44587], [13.67774, 9.11702, 13.90121], [19.45783, 16.36903, 11.32637], [19.54352, 21.12181, 11.84440], [13.34544, 22.58034, 12.10796], [11.52794, 19.44057, 16.07555], [16.96783, 17.25108, 19.94505], [8.97834, 12.58085, 17.76629], [10.90218, 18.32920, 25.21096], [21.24955, 17.06544, 18.78009], [16.25746, 14.19360, 16.13588], [13.74017, 19.00937, 18.10307], [15.96254, 21.22968, 12.98102], [11.17360, 18.96153, 23.59784], [15.08750, 23.17035, 12.21367]], "forces_ev_per_a": [[-0.68, 0.28, -0.74], [-1.16, -0.10, 0.08], [-0.04, 0.29, -0.12], [-0.14, -0.74, 0.20], [-0.23, -0.09, -0.31], [0.51, -1.90, -0.47], [-0.46, -0.47, -0.10], [1.35, -0.55, -0.43], [0.84, 0.32, -0.91], [1.16, -0.12, -0.13], [-0.16, 0.37, 0.96], [0.15, -0.04, 0.05], [0.01, 0.53, -0.55], [0.04, -0.66, 0.09], [-0.38, -0.73, 0.68], [0.37, 1.02, 0.27], [0.61, 0.05, -0.42], [0.17, -0.26, 0.56], [-0.88, -0.82, -0.30], [-0.45, 0.62, 0.72], [0.19, -1.25, 0.53], [-0.52, 0.61, -1.36], [-0.51, 0.53, 0.18], [1.00, -0.65, -1.31], [-0.11, 0.38, -0.18], [0.13, -0.29, -0.81], [1.14, 0.13, -1.84], [-0.43, 0.47, 0.42], [0.08, 2.14, -0.11], [-0.76, -0.98, 0.59], [-0.27, -0.91, 0.53], [0.95, 0.43, -1.20], [0.66, -0.45, 0.94], [0.46, 0.65, 1.28], [-1.74, -0.44, -0.52], [-2.14, -0.15, -0.98], [0.78, 0.71, 0.76], [0.41, 0.67, 0.03], [1.69, -1.59, -0.32], [1.25, 0.60, -1.36], [0.24, 0.64, -1.33], [-0.39, -0.68, -0.31], [-0.28, 0.91, -0.64], [2.00, -0.63, -0.99], [0.14, -0.03, 0.11], [1.15, -0.21, 0.50], [-1.02, -0.06, 0.08], [0.19, 1.40, 0.95], [-0.59, 1.13, 0.05], [-0.18, 0.15, -0.05], [0.21, 0.60, 1.27], [-0.19, 0.40, 0.84], [0.53, -1.11, 0.56], [0.33, -0.12, 0.14], [-0.24, -0.46, 0.11], [-0.20, 0.65, -0.13], [-0.56, -0.77, -0.19], [-1.42, 1.03, 0.35], [-0.40, 0.23, 1.33], [-0.82, -1.73, 0.27], [0.38, -0.15, -1.00], [0.97, 0.77, 0.11], [-0.30, 1.18, 1.37], [-0.41, -0.52, -0.07], [1.10, 0.98, 0.72], [1.27, 0.38, -0.64], [0.46, -1.06, 1.13], [-0.51, 1.82, 0.13], [-1.17, -2.55, 0.34], [0.34, 0.06, -0.81], [-2.39, -0.85, 0.02], [-0.77, 1.06, -0.76], [-0.64, -0.72, -0.76], [0.95, 0.01, 0.65], [-0.55, -0.18, 0.28], [-0.11, -0.20, 0.00], [-0.17, 0.05, -0.13], [0.19, -0.08, 0.10], [-0.02, 0.06, -0.46], [0.03, 0.25, 0.18], [0.37, -0.30, -0.19], [0.36, -0.05, 0.03], [-0.03, -0.05, -0.39], [0.49, -0.06, -0.17], [0.39, -0.21, -0.40], [-0.79, 0.19, 0.00], [0.17, -0.33, 0.54], [-0.37, 0.27, -0.19], [0.41, 0.05, 0.12], [0.07, -0.26, 0.02], [-0.18, 0.05, -0.23], [-0.27, -0.06, -0.27], [0.75, 0.33, -0.19], [0.18, -0.02, -0.25], [-0.19, 0.14, 0.36], [0.04, 0.48, -0.17], [-0.68, -0.45, 0.61], [0.50, 0.18, -0.44], [0.33, 0.42, -0.58], [0.30, -0.63, -0.29], [0.09, 0.10, 0.10], [0.68, 0.17, -0.71], [-0.26, -0.17, 0.21], [0.24, 0.37, -0.38], [-0.03, 0.01, -0.38], [0.39, 0.29, 0.08], [0.04, -0.15, 0.10], [0.56, 0.30, -0.69], [-0.59, -0.11, -0.26], [0.21, -0.11, -0.19], [0.27, 0.34, 0.02], [-0.42, -0.26, 0.62], [0.57, -0.32, 0.64], [-0.01, -0.67, -0.40], [0.30, -0.11, 0.35], [-0.45, -0.12, 0.27], [-0.36, -0.06, -0.33], [0.36, 0.11, 0.05], [0.06, -0.59, -0.46], [-0.43, 0.05, 0.11], [-0.12, -0.03, 0.27], [0.01, 0.64, 0.16], [-0.30, -0.03, 0.54], [-0.17, -0.50, -0.80], [0.48, 0.22, 0.55], [0.06, 0.03, 0.13], [-0.89, 0.32, 0.12], [-0.43, 0.26, -0.46], [0.28, 0.20, -0.12], [0.01, 0.26, 0.17], [1.06, -0.19, -0.38], [0.00, -0.33, -0.35], [-0.75, -0.66, 0.94], [-0.08, 0.28, -0.29], [-0.27, -0.27, 0.19], [-0.36, 0.24, 0.27], [0.13, -0.18, -0.12], [-0.85, 0.10, -0.19], [0.62, 0.09, -0.14], [-0.52, 0.03, 1.24], [0.01, 0.03, 0.36], [-0.11, 0.10, -0.24], [0.42, 0.13, 0.08], [0.04, -0.61, 0.27], [-0.23, -0.37, -0.30], [-0.07, -0.31, 0.03], [0.03, -0.34, -0.16], [-0.08, 0.06, 0.02], [0.16, 0.39, -0.43], [-0.47, 0.37, 0.66], [0.08, -0.29, 0.34], [0.54, -0.56, 0.56], [-0.22, -0.32, -0.08], [-0.16, 1.41, 0.40], [-0.81, -0.02, 1.00], [-0.17, -0.03, 0.58], [0.02, 0.28, -0.03], [0.61, -0.08, 0.26], [0.18, -0.11, -0.46], [0.01, 0.30, 0.47], [0.05, -0.06, -0.31], [-0.53, -0.08, 0.11], [-0.29, -0.29, -0.15], [-0.09, -0.96, 1.01], [0.05, 0.30, 0.47], [0.07, 0.11, 0.23], [-0.24, 0.15, 0.16], [0.12, 0.04, -0.59], [0.49, 0.65, 0.10], [-0.20, 0.38, 0.07], [0.12, 0.08, -0.39], [-0.38, -0.13, 0.20], [-0.19, -0.31, -0.64], [-1.29, 0.44, -0.25], [0.34, 0.19, 0.51], [0.52, 0.09, 0.10], [0.30, 0.27, -0.47], [0.34, 0.24, -0.59], [-0.20, 0.02, -0.75], [0.68, -0.06, 0.99], [0.00, 0.20, -0.01], [-0.10, -0.49, -0.12], [-0.48, 0.40, -0.16], [0.10, -0.04, 0.24], [-0.11, -0.24, 0.39], [0.19, -0.07, 0.23], [-0.33, -0.52, -0.24], [0.33, 0.31, 0.01], [0.54, 0.39, 0.30], [-0.15, -0.10, -0.12], [-0.12, 0.15, -0.39], [0.35, 0.05, 0.47], [0.03, 0.11, -0.02], [-0.72, 0.23, 0.15]], "homo_energy_ev": -8.72, "total_charge": 0, "e_lumo_ev": 0.1, "orbital_gap_ev": 8.78, "fmax_ev_per_a": 2.82}

=====

2.
{"formula": "C4H9B", "method": "the ωB97M-V functional and the def2-TZVPD basis", "symbols": ["C", "C", "C", "C", "B", "H", "H", "H", "H", "H", "H", "H", "H", "H"], "xyz": [[3.05734, 0.50920, -0.07986], [-1.46722, -0.11831, -0.27052], [2.67634, -0.72459, 0.17684], [-2.85909, 0.35293, 0.18675], [-1.21302, -1.59742, -0.06308], [-3.64554, -0.17747, -0.34444], [-1.33878, 0.14349, -1.32989], [-0.71303, 0.45981, 0.28232], [2.44647, 1.36220, 0.16448], [1.72902, -0.95784, 0.63722], [4.00216, 0.72519, -0.54826], [-2.98304, 1.42053, 0.01230], [-2.98470, 0.17238, 1.25305], [3.29310, -1.57011, -0.07689]], "forces_ev_per_a": [[0.03, 0.21, -0.03], [-0.21, 0.94, -0.13], [-0.10, -0.23, 0.00], [-0.08, -0.14, 0.18], [0.12, -0.39, 0.04], [-0.10, 0.00, 0.00], [0.19, -0.20, -0.04], [0.19, -0.18, -0.04], [-0.17, 0.14, 0.08], [-0.14, 0.02, 0.10], [0.22, 0.01, -0.10], [0.01, -0.03, -0.03], [-0.12, 0.00, 0.02], [0.15, -0.16, -0.05]], "homo_energy_ev": -8.33, "de_lowest_ev": 3.534, "total_charge": 0, "e_lumo_ev": 0.4, "orbital_gap_ev": 8.70, "fmax_ev_per_a": 0.97}